Below is a cluster of 2 separate species, C8H19O3P in total, with properties calculated with the ωB97M-V functional and the def2-TZVPD basis.

Element x y z (Å)
P: -1.120 -4.012 0.862
O: -2.252 -0.706 0.145
O: 1.860 1.678 -0.962
O: -2.684 -1.160 2.219
C: -0.066 1.906 0.550
C: 1.677 3.912 -1.974
C: 1.432 2.047 0.338
C: -2.544 -1.584 1.162
C: 0.735 -1.927 1.291
C: 0.273 -2.963 0.231
C: -2.713 -3.031 0.807
C: 1.324 2.436 -2.032
H: -0.323 2.089 1.593
H: 1.765 -1.643 1.088
H: -1.469 -1.002 -0.345
H: -1.290 -5.016 -0.130
H: 1.953 1.379 1.025
H: -3.367 -3.464 1.557
H: 2.756 4.044 -1.877
H: -0.628 2.615 -0.060
H: -3.180 -3.109 -0.177
H: 1.113 -3.647 0.086
H: -0.399 0.907 0.277
H: 1.339 4.419 -2.878
H: 0.690 -2.375 2.282
H: 1.766 3.063 0.577
H: 1.744 2.005 -2.942
H: 0.091 -2.497 -0.742
H: 0.238 2.297 -2.093
H: 0.069 -1.068 1.242
H: 1.208 4.406 -1.121

Output
Structure (SMILES): CCPCC(=O)O.CCOCC
Spin multiplicity: 1
Gap between HOMO and LUMO (eV): 9.536
ΔE to the lowest compared entry with this formula, charge and spin (eV): 0.0000
Highest occupied orbital energy (eV): -8.865

Results of the Löwdin charge analysis, in e, for atoms 1 through 4:
1. P 0.902
2. O 0.054
3. O -0.164
4. O 0.170

Below is a structure of composition C8H20AsF6MgN2O10, with properties calculated with the ωB97M-V functional and the def2-TZVPD basis.

Element x y z (Å)
As: -3.644 -2.564 3.126
Mg: 0.260 -0.683 0.509
F: -2.355 -1.771 2.158
F: -2.948 -4.214 2.739
F: -4.328 -1.009 3.576
F: -2.514 -2.457 4.523
F: -4.703 -2.619 1.637
F: -4.834 -3.396 4.145
O: 3.639 -0.116 -2.922
O: 1.117 3.715 -1.593
O: -0.857 -1.442 -1.750
O: 2.875 0.130 -0.998
O: 0.656 -3.049 -0.267
O: 4.877 0.841 -1.550
O: 1.734 0.717 4.872
O: 1.640 -0.538 3.250
O: -0.457 2.408 0.360
O: 3.467 -0.486 4.366
N: 2.286 -0.173 4.256
N: 3.768 0.279 -1.824
C: -1.135 -0.408 -2.726
C: 1.637 4.449 -2.651
C: 0.613 4.468 -0.507
C: -0.415 -2.655 -2.370
C: 1.129 -4.053 0.630
C: 0.398 3.513 0.679
C: -1.876 2.733 0.475
C: -0.056 -3.636 -1.337
H: -2.420 1.801 0.326
H: -0.214 -0.221 -3.279
H: 1.083 5.377 -2.789
H: 1.366 3.071 0.915
H: -2.280 3.399 -0.287
H: 1.583 -4.942 0.191
H: 1.490 3.734 -3.461
H: -1.426 0.521 -2.235
H: 1.337 5.256 -0.301
H: -0.976 -4.079 -0.956
H: 2.707 4.627 -2.548
H: -2.001 -0.645 -3.343
H: 0.104 4.149 1.514
H: 0.511 -2.458 -2.910
H: -0.364 4.880 -0.760
H: 0.273 -4.357 1.233
H: 0.522 -4.439 -1.794
H: 1.912 -3.582 1.224
H: -1.139 -3.080 -3.065
H: -2.043 3.004 1.518

Output
Spin multiplicity: 1
Gap between HOMO and LUMO (eV): 4.496
Charge: -1
ΔE to the lowest compared entry with this formula, charge and spin (eV): 8.4285
Highest occupied orbital energy (eV): -5.670

Results of the Löwdin charge analysis, in e, for atoms 1 through 4:
1. As 0.889
2. Mg 1.371
3. F -0.329
4. F -0.326

Below is a structure of composition C8H20AsF6N4O4Tl, with properties calculated with the ωB97M-V functional and the def2-TZVPD basis.

Element x y z (Å)
Tl: 8.916 -13.946 -11.812
As: 9.876 -9.561 -12.195
F: 10.129 -9.566 -13.892
F: 9.837 -7.857 -12.141
F: 11.569 -9.609 -11.955
F: 9.824 -11.342 -12.194
F: 8.157 -9.624 -12.386
F: 9.629 -9.649 -10.448
O: 8.018 -16.621 -11.629
O: 7.055 -14.923 -13.733
O: 7.838 -12.543 -9.630
O: 11.364 -15.225 -11.261
N: 12.679 -16.999 -11.674
N: 6.481 -16.786 -14.863
N: 8.545 -18.634 -10.731
N: 8.373 -10.671 -8.515
C: 7.644 -11.772 -8.663
C: 12.899 -15.826 -9.536
C: 7.699 -17.782 -11.310
C: 6.180 -15.640 -14.237
C: 6.262 -18.226 -11.440
C: 4.714 -15.264 -14.260
C: 6.538 -12.001 -7.647
C: 12.255 -16.005 -10.871
H: 4.579 -14.186 -14.297
H: 9.062 -10.472 -9.256
H: 5.942 -11.086 -7.686
H: 4.175 -15.647 -13.394
H: 9.484 -18.334 -10.530
H: 5.577 -17.396 -11.566
H: 12.243 -17.070 -12.579
H: 5.777 -17.422 -15.201
H: 6.969 -12.069 -6.649
H: 4.281 -15.681 -15.169
H: 13.154 -17.774 -11.237
H: 5.969 -18.862 -10.607
H: 12.757 -14.823 -9.146
H: 5.948 -12.874 -7.896
H: 7.418 -17.137 -14.722
H: 8.190 -19.538 -10.467
H: 13.934 -16.161 -9.527
H: 12.364 -16.444 -8.803
H: 8.124 -10.010 -7.794
H: 6.191 -18.809 -12.364

Output
Spin multiplicity: 1
Gap between HOMO and LUMO (eV): 3.215
Charge: +2
ΔE to the lowest compared entry with this formula, charge and spin (eV): 1.0364
Highest occupied orbital energy (eV): -16.614

Results of the Löwdin charge analysis, in e, for atoms 1 through 4:
1. Tl 1.464
2. As 0.722
3. F -0.210
4. F -0.196

Below is an isolated molecule of C8H20BNO3S, with properties calculated with the ωB97M-V functional and the def2-TZVPD basis.

Element x y z (Å)
S: 2.271 -0.282 -3.293
O: 2.932 1.698 -0.520
O: 0.096 -0.425 -1.481
O: -1.653 1.535 -0.181
N: -0.738 -1.076 1.042
C: -2.386 0.805 0.804
C: -3.903 1.078 0.581
C: 1.619 1.654 -1.042
C: -2.121 -0.720 0.734
C: 2.223 0.593 1.640
C: 0.356 -1.792 -1.160
C: 3.198 0.683 0.417
C: -0.239 -2.192 0.255
B: 1.251 0.311 -1.844
H: 1.556 2.486 -1.781
H: 1.995 -0.476 1.812
H: -0.180 -2.406 -1.913
H: 1.323 1.218 1.571
H: 2.757 0.921 2.552
H: 1.427 -2.051 -1.173
H: -4.133 2.156 0.595
H: -0.134 -0.268 0.990
H: -4.451 0.583 1.403
H: 0.592 -2.662 0.820
H: -2.106 1.228 1.785
H: 3.322 -0.328 -0.037
H: -4.259 0.690 -0.391
H: -1.012 -2.975 0.163
H: 0.806 1.845 -0.317
H: -2.762 -1.189 1.511
H: -1.908 1.141 -1.015
H: 4.197 0.912 0.831
H: -2.453 -1.083 -0.263
H: 2.520 -1.612 -3.095

Output
Structure (SMILES): CCOCB(S)OCCNC[C@H](C)O
Spin multiplicity: 1
Gap between HOMO and LUMO (eV): 9.232
Highest occupied orbital energy (eV): -8.788

Results of the Löwdin charge analysis, in e, for atoms 1 through 4:
1. S 0.781
2. O -0.153
3. O -0.061
4. O -0.050

Below is a structure of composition C8H20BrHfO4, with properties calculated with the ωB97M-V functional and the def2-TZVPD basis.

Element x y z (Å)
Hf: -0.132 1.405 4.035
Br: -0.117 0.484 1.205
O: 3.861 -0.715 -0.476
O: -4.329 0.627 0.288
O: 6.251 -2.166 -0.498
O: -6.272 2.746 0.734
C: 5.250 -2.586 -1.437
C: 7.384 -3.038 -0.412
C: -4.088 2.048 0.050
C: 4.431 -1.310 -1.687
C: -4.933 2.967 0.888
C: -3.486 -0.276 -0.357
C: 2.640 -1.393 -0.203
C: -7.168 3.428 1.605
H: 2.174 -1.111 0.741
H: 7.199 -4.050 -0.052
H: 2.833 -2.457 -0.071
H: 5.032 -0.458 -2.002
H: -7.182 3.056 2.630
H: -3.480 -0.516 -1.420
H: -4.702 2.916 1.952
H: 7.758 -3.058 -1.436
H: 3.799 -1.448 -2.564
H: -4.171 2.230 -1.021
H: -6.985 4.459 1.911
H: -3.069 2.427 0.135
H: -8.154 3.234 1.183
H: 1.879 -1.305 -0.978
H: -3.566 -1.258 0.108
H: -2.446 0.025 -0.230
H: 8.151 -2.513 0.158
H: 4.671 -3.388 -0.979
H: 5.713 -2.987 -2.339
H: -4.743 3.983 0.540

Output
Spin multiplicity: 2
Gap between HOMO and LUMO (alpha / beta) (eV): 3.843 / 1.880
<S²>: 0.758
Charge: +2
Highest occupied orbital energy (alpha / beta) (eV): -12.921 / -12.921

Results of the Löwdin charge analysis, in e, for atoms 1 through 4:
1. Hf 1.340
2. Br -0.157
3. O -0.090
4. O -0.150

Below is a structure of composition C8H20CeClI2OP2, with properties calculated with the ωB97M-V functional and the def2-TZVPD basis.

Element x y z (Å)
Ce: 0.016 -0.970 -0.582
I: 0.364 -1.228 -3.645
I: -0.459 1.604 -2.642
Cl: 0.032 -2.028 2.578
P: -2.734 0.060 -0.054
P: 2.732 0.160 -0.048
O: -0.040 2.327 0.640
C: -3.298 -0.526 -1.717
C: -0.021 1.235 0.220
C: 3.339 -0.414 -1.697
C: 3.781 1.640 0.325
C: -3.830 1.510 0.301
C: 0.003 -0.331 2.053
C: 3.491 -1.142 1.002
C: -3.456 -1.260 0.990
H: 3.303 -0.926 2.060
H: -3.557 1.875 1.320
H: -4.506 -1.351 0.770
H: -3.553 2.321 -0.415
H: -0.916 0.192 2.399
H: 3.483 2.444 -0.391
H: 3.008 -2.110 0.832
H: 4.873 1.421 0.266
H: -4.913 1.253 0.239
H: 4.433 -0.529 -1.695
H: -2.937 -2.210 0.820
H: 3.490 1.991 1.342
H: -3.274 -1.034 2.048
H: -4.389 -0.661 -1.719
H: 2.845 -1.360 -1.936
H: -2.946 0.197 -2.459
H: 4.546 -1.206 0.789
H: 0.902 0.225 2.402
H: 2.971 0.291 -2.447
H: -2.785 -1.463 -1.952

Output
Spin multiplicity: 2
Gap between HOMO and LUMO (alpha / beta) (eV): 6.007 / 6.492
<S²>: 0.757
Charge: +2
ΔE to the lowest compared entry with this formula, charge and spin (eV): 0.0000
Highest occupied orbital energy (alpha / beta) (eV): -15.165 / -15.816

Results of the Löwdin charge analysis, in e, for atoms 1 through 4:
1. Ce 0.104
2. I 0.500
3. I 0.622
4. Cl 0.641

Below is a cluster of 6 separate species, C8H20Cl8N2O3 in total, with properties calculated with the ωB97M-V functional and the def2-TZVPD basis.

Element x y z (Å)
Cl: 11.268 -15.101 22.024
Cl: 8.872 -20.943 23.125
Cl: 9.534 -17.764 21.343
Cl: 13.446 -17.588 19.390
Cl: 12.029 -21.700 23.968
Cl: 13.960 -17.217 16.050
Cl: 12.673 -23.518 20.982
Cl: 14.187 -20.923 19.717
O: 10.229 -20.844 19.746
O: 9.610 -22.277 18.265
O: 9.028 -20.196 18.060
N: 11.983 -19.781 21.565
N: 9.613 -21.120 18.676
C: 8.771 -16.258 21.956
C: 9.568 -15.079 21.421
C: 10.559 -22.754 24.123
C: 13.464 -23.552 19.404
C: 9.612 -22.569 22.959
C: 12.810 -16.294 17.074
C: 14.706 -22.639 19.506
C: 13.327 -16.018 18.490
H: 11.626 -18.821 21.573
H: 12.586 -15.329 18.883
H: 8.823 -23.312 22.886
H: 9.460 -15.045 20.339
H: 10.967 -23.766 24.200
H: 13.673 -24.582 19.130
H: 12.706 -15.415 16.442
H: 15.195 -22.523 18.540
H: 15.443 -22.948 20.240
H: 11.387 -20.328 20.932
H: 12.966 -19.872 21.304
H: 7.760 -16.298 21.554
H: 11.758 -20.174 22.490
H: 10.177 -22.691 25.141
H: 8.715 -16.394 23.032
H: 9.198 -14.134 21.816
H: 12.786 -23.128 18.665
H: 14.307 -15.579 18.321
H: 11.880 -16.858 17.138
H: 10.132 -22.515 22.002

Output
Spin multiplicity: 1
Gap between HOMO and LUMO (eV): 8.074
ΔE to the lowest compared entry with this formula, charge and spin (eV): 0.0000
Highest occupied orbital energy (eV): -7.791

Results of the Löwdin charge analysis, in e, for atoms 1 through 4:
1. Cl 0.516
2. Cl 0.547
3. Cl 0.592
4. Cl 0.524

Below is a structure of composition C8H20F6KN3O16S6, with properties calculated with the ωB97M-V functional and the def2-TZVPD basis.

Element x y z (Å)
K: -0.047 -0.628 -1.462
S: 1.466 -4.823 -5.664
S: 3.077 -5.185 -3.953
S: -6.141 3.076 2.873
S: -5.905 1.367 1.152
S: -1.891 2.733 -5.342
S: -0.374 4.116 -4.351
F: -2.390 1.205 -4.865
F: 0.301 -3.741 -5.972
F: 4.116 -4.319 -3.052
F: -6.861 0.812 -0.031
F: 1.132 3.961 -3.721
F: -6.538 4.621 2.992
O: -1.746 2.665 -6.800
O: 0.601 -5.899 -5.216
O: 2.492 -5.980 -2.906
O: 4.040 -5.933 -4.730
O: -6.940 2.609 4.005
O: -4.708 3.076 2.956
O: -0.032 5.071 -5.399
O: -2.767 -3.659 0.911
O: 6.326 3.539 1.416
O: 3.594 2.537 1.319
O: -3.025 3.522 -4.850
O: -4.670 1.647 0.421
O: -6.003 0.234 2.144
O: 1.990 -4.919 -7.035
O: -1.033 4.540 -3.176
O: -0.853 -2.623 2.763
N: -6.784 2.756 1.502
N: -0.357 2.674 -4.546
N: 2.345 -3.978 -4.518
C: -1.429 -1.782 3.756
C: -3.749 -4.295 0.087
C: 2.932 3.375 2.288
C: 7.282 4.452 1.801
C: -1.386 -3.975 2.812
C: -2.725 -4.280 2.199
C: 4.673 1.832 1.833
C: 5.792 2.703 2.446
H: 2.933 2.996 3.310
H: -2.473 -1.989 3.988
H: 6.913 4.912 2.718
H: 5.401 3.225 3.319
H: 6.542 2.024 2.852
H: -4.805 -4.300 0.354
H: -1.543 -0.726 3.512
H: -3.091 -5.290 2.384
H: 8.219 3.916 1.949
H: -1.546 -4.184 3.869
H: 4.323 1.127 2.587
H: 3.236 4.404 2.478
H: -3.291 -3.662 2.896
H: 1.928 3.320 1.865
H: -0.748 -1.862 4.604
H: 4.786 1.282 0.899
H: 7.328 5.250 1.061
H: -3.472 -5.324 -0.143
H: -3.774 -3.673 -0.808
H: -0.672 -4.547 2.220

Output
Spin multiplicity: 1
Gap between HOMO and LUMO (eV): 7.507
Charge: -2
ΔE to the lowest compared entry with this formula, charge and spin (eV): 3.6491
Highest occupied orbital energy (eV): -5.421

Results of the Löwdin charge analysis, in e, for atoms 1 through 4:
1. K 0.934
2. S 0.569
3. S 0.402
4. S 0.429

Number 1: F_max 4.95 eV/A. Number 2: F_max 5.47 eV/A. Number 3: F_max 2.43 eV/A. Number 4: F_max 2.18 eV/A. Number 5: F_max 4.04 eV/A. Number 6: F_max 4.69 eV/A. Number 7: F_max 2.05 eV/A. Number 8: F_max 11.96 eV/A.